No. 1
Density functional theory data (the ωB97M-V functional and the def2-TZVPD basis) for an isolated molecule of C2H3NS in a non-equilibrium geometry.

Last column: natural (NBO) charge in e.
Geometry (Å):
C 1.149 -0.660 -0.177  -0.0208
C -0.694 0.533 0.073  -0.1857
N -0.150 -0.674 0.097  -0.5940
S 2.322 0.384 0.086  0.0079
H -0.163 1.390 0.218  0.1940
H -1.754 0.585 -0.238  0.1724
H -0.710 -1.557 -0.059  0.4262

Computed properties:
Highest occupied orbital energy (spin up / spin down) in eV: -7.66 / -7.49
ΔE to the lowest compared entry with this formula, charge and spin in kJ/mol: 323.4
DFT total energy in hartree: -530.81154
Maximum force in eV/Å: 5.2

***

No. 2
Density functional theory data (the ωB97M-V functional and the def2-TZVPD basis) for an isolated molecule of C4H4N2O.

Last column: natural (NBO) charge in e.
Geometry (Å):
O -2.512 -0.323 0.863  -0.5575
C -1.453 -0.011 0.361  0.6014
C -0.730 -0.875 -0.589  -0.3480
C 0.612 -0.821 -0.579  0.0185
N 1.229 0.204 0.116  -0.5728
C 0.461 1.250 0.549  0.2851
N -0.814 1.212 0.663  -0.4871
H -1.302 -1.586 -1.174  0.2406
H 1.275 -1.517 -1.086  0.2182
H 2.234 0.292 0.124  0.4148
H 1.000 2.175 0.751  0.1869

Computed properties:
Highest occupied orbital energy in eV: -9.37
ΔE to the lowest compared entry with this formula, charge and spin in kJ/mol: 29.0
SMILES: O=c1cc[nH]cn1
DFT total energy in hartree: -339.57063
Maximum force in eV/Å: 0.4

***

No. 3
Density functional theory data (the ωB97M-V functional and the def2-TZVPD basis) for C31H41Al2Cl2F5LiN3O12 as an isolated structure in a non-equilibrium geometry.

Last column: Löwdin charge in e.
Geometry (Å):
C 3.180 8.011 -9.493  -0.1716
C 2.218 6.849 -8.826  -0.1502
C 0.628 6.781 -8.916  -0.1191
C -0.269 5.710 -8.246  0.0473
C 0.432 4.583 -7.417  -0.1455
C -0.420 3.445 -6.640  -0.0869
N 0.219 3.214 -5.297  -0.0438
C 0.701 1.861 -4.992  0.0927
C 1.420 1.484 -3.669  0.1088
C 1.629 2.622 -2.624  0.0242
C 2.390 2.456 -1.212  -0.3320
O 2.218 1.481 -0.450  0.1199
O 3.305 3.522 -0.929  0.0525
C 1.081 4.051 -2.931  0.0208
C 0.371 4.283 -4.313  -0.1626
N -0.126 5.668 -4.532  0.0932
C 2.005 4.601 -7.332  0.0026
C 2.904 5.679 -8.011  0.0289
H 2.867 9.072 -9.138  0.0684
H 4.262 7.881 -9.097  0.1298
H 3.156 8.031 -10.636  0.0663
H 0.077 7.615 -9.507  -0.2122
H -1.408 5.669 -8.298  0.1195
H -1.537 3.669 -6.592  0.1520
H -0.230 2.473 -7.240  0.1486
H 0.513 1.072 -5.810  0.1588
H 1.786 0.398 -3.480  0.1057
H 4.160 3.317 -1.389  0.1430
H 1.220 4.938 -2.186  0.1087
H 0.615 6.104 -5.126  0.1152
H -0.989 5.662 -5.105  0.0998
H 2.544 3.780 -6.731  0.1092
H 4.051 5.682 -7.958  0.1221
C 0.856 -2.918 2.360  -0.0499
C 1.213 -1.685 1.828  0.0027
C 2.002 -1.622 0.659  0.0489
C 2.415 -2.795 0.034  -0.0222
C 2.054 -4.024 0.566  0.0167
C 1.274 -4.088 1.738  0.0090
H 0.252 -2.967 3.259  0.1032
H 0.886 -0.771 2.310  0.1270
H 2.285 -0.660 0.247  0.1005
H 3.017 -2.747 -0.867  0.1230
H 2.375 -4.939 0.078  0.1294
H 0.999 -5.050 2.154  0.1053
F 1.321 -1.453 -2.898  -0.4037
C -0.093 -6.761 6.235  0.0592
C -0.332 -6.884 7.544  -0.2132
C -0.069 -5.762 8.490  -0.3030
O -0.316 -5.902 9.673  0.1469
C 0.489 -4.519 7.945  0.0957
C 0.730 -4.399 6.637  -0.2134
C 0.441 -5.511 5.688  -0.2991
O 0.658 -5.359 4.492  0.0606
O 1.251 -3.251 6.118  0.1015
O -0.825 -8.038 8.065  0.1169
H -0.281 -7.567 5.537  0.1367
H 0.692 -3.718 8.643  0.1476
H 1.332 -3.412 5.158  0.0907
H -0.910 -7.875 9.026  0.1287
O -1.581 1.441 -0.146  -0.3405
Cl -1.656 0.011 -0.286  0.6700
O -1.068 -0.630 0.875  -0.2700
O -0.919 -0.385 -1.461  -0.2820
O -3.033 -0.396 -0.413  -0.2644
Li -0.400 5.044 -1.475  0.8567
C -4.578 -3.926 4.241  0.0177
N -4.936 -5.344 4.662  -0.3472
C -6.444 -5.475 4.625  0.0164
C -4.449 -5.579 6.071  0.0235
C -4.346 -6.382 3.687  -0.0694
C -2.817 -6.397 3.608  -0.2085
O -2.323 -5.142 3.160  -0.0705
H -5.222 -3.237 4.793  0.1115
H -3.546 -3.716 4.505  0.0973
H -4.754 -3.826 3.170  0.1184
H -6.873 -4.751 5.319  0.1128
H -6.709 -6.489 4.926  0.1138
H -6.782 -5.275 3.607  0.1159
H -3.372 -5.426 6.108  0.0952
H -4.709 -6.600 6.360  0.1193
H -4.946 -4.861 6.731  0.1189
H -4.770 -6.148 2.707  0.1432
H -4.709 -7.358 4.012  0.1418
H -2.501 -7.164 2.894  0.1395
H -2.370 -6.637 4.577  0.0982
H -1.385 -5.088 3.400  0.0658
F 4.781 5.987 1.987  -0.2336
Al 5.012 6.578 0.328  0.0616
F 6.201 7.890 0.326  -0.2351
F 3.462 7.177 -0.309  -0.2652
F 5.595 5.245 -0.700  -0.2449
Al 1.020 8.559 -10.172  0.7694
Cl -2.146 8.533 -9.910  -0.3048
O 2.874 7.956 3.704  -0.0662
H 2.514 7.699 4.561  0.0267
H 3.197 7.126 3.326  0.0087

Computed properties:
Highest occupied orbital energy in eV: -11.59
DFT total energy in hartree: -4183.84047
Net charge: +2
Maximum force in eV/Å: 5.6

***

No. 4
Density functional theory data (the ωB97M-V functional and the def2-TZVPD basis) for an isolated molecule of C5H6N2 in a non-equilibrium geometry.

Last column: natural (NBO) charge in e.
Geometry (Å):
C 2.185 -0.533 0.793  -0.2039
C 1.049 -0.742 0.420  0.0202
C -0.252 -0.855 -0.209  -0.4384
C -0.140 -1.412 -1.529  0.2935
N -0.338 -1.926 -2.555  -0.2846
C -0.899 0.638 -0.250  -0.1962
N -0.705 1.632 0.811  -0.8287
H 3.077 -0.422 1.174  0.2134
H -0.850 -1.374 0.464  0.2664
H -0.588 1.203 -1.176  0.2100
H -1.904 0.529 -0.578  0.2078
H -1.033 1.500 1.756  0.3702
H 0.398 1.761 0.881  0.3703

Computed properties:
Highest occupied orbital energy in eV: -9.93
ΔE to the lowest compared entry with this formula, charge and spin in kJ/mol: 326.9
SMILES: C#C[C@H](C#N)CN
DFT total energy in hartree: -303.51156
Maximum force in eV/Å: 6.2

***

No. 5
Density functional theory data (the ωB97M-V functional and the def2-TZVPD basis) for a 8-piece molecular cluster, C34H46F24N2O12S3 overall in a non-equilibrium geometry.

Last column: Löwdin charge in e.
Geometry (Å):
F -1.023 3.281 -3.927  0.1325
C -0.167 3.771 -3.063  -0.3574
F -0.737 3.713 -1.852  0.0920
C 1.252 3.224 -3.164  -0.4778
F 1.698 3.643 -4.367  0.1176
F 1.214 1.887 -3.220  0.1470
C 2.223 3.747 -2.139  -0.0511
O 2.202 5.168 -1.963  0.0333
C 2.028 5.616 -0.631  -0.5525
F 0.803 5.340 -0.224  0.1819
F 2.876 4.997 0.163  0.1735
C 2.264 7.141 -0.727  -0.3416
F 2.096 7.767 0.399  0.1474
F 3.463 7.493 -1.231  0.1035
H -0.228 4.848 -3.214  0.1698
H 3.192 3.336 -2.420  0.1581
H 1.856 3.172 -1.289  0.1375
H 1.582 7.562 -1.465  0.1719
F 3.903 -3.249 1.483  0.1300
C 4.028 -4.556 1.349  -0.3635
F 3.968 -5.066 2.572  0.1161
C 2.951 -5.196 0.492  -0.5112
F 3.123 -4.756 -0.751  0.1398
F 1.741 -4.889 0.885  0.1751
C 3.180 -6.739 0.464  -0.0761
O 4.497 -7.106 0.148  0.0131
C 4.926 -8.358 0.712  -0.4872
F 4.794 -8.372 2.049  0.1456
F 4.261 -9.350 0.164  0.1858
C 6.523 -8.513 0.491  -0.3130
F 7.125 -9.562 1.019  0.1292
F 6.911 -8.326 -0.781  0.0888
H 5.022 -4.790 0.969  0.1699
H 2.522 -7.100 -0.327  0.1464
H 2.822 -7.183 1.394  0.1450
H 7.021 -7.638 0.907  0.1614
F -4.142 1.451 5.262  0.1117
C -3.081 1.034 5.960  -0.3085
F -3.343 -0.216 6.403  0.0932
C -1.761 1.057 5.098  -0.4110
F -1.406 2.305 4.804  0.1194
F -1.947 0.526 3.840  0.0991
C -0.633 0.292 5.898  -0.0499
O -0.571 0.715 7.262  0.0053
C 0.554 1.549 7.600  -0.4431
F 1.686 0.776 7.554  0.1328
F 0.729 2.562 6.717  0.1353
C 0.304 2.097 9.039  -0.3052
F -0.029 1.124 9.904  0.1061
F 1.343 2.771 9.544  0.1101
H -2.959 1.663 6.841  0.1632
H 0.289 0.309 5.317  0.1373
H -0.857 -0.774 5.904  0.1453
H -0.544 2.781 9.076  0.1695
C -7.740 3.929 -1.419  -0.0865
C -7.333 4.157 0.000  -0.2789
O -5.910 4.165 0.064  -0.2732
S -5.054 2.774 0.195  0.7073
C -4.537 2.584 -1.600  -0.0887
O -3.806 2.955 0.959  -0.3148
O -6.009 1.676 0.492  -0.3134
H -7.612 2.913 -1.793  0.0762
H -7.228 4.547 -2.156  0.0832
H -8.791 4.197 -1.528  0.0811
H -7.686 5.100 0.416  0.1249
H -7.808 3.384 0.604  0.1145
H -5.396 2.202 -2.152  0.0466
H -3.709 1.874 -1.610  0.0273
H -4.232 3.564 -1.967  0.0679
C 5.811 3.179 1.501  -0.0822
C 5.127 3.447 2.784  -0.2719
O 4.418 2.263 3.157  -0.2859
S 2.870 1.872 2.611  0.7020
C 1.947 3.169 3.527  -0.0908
O 2.871 2.146 1.153  -0.3271
O 2.537 0.545 3.116  -0.2945
H 5.979 4.163 1.064  0.0826
H 5.282 2.651 0.707  0.0718
H 6.743 2.624 1.610  0.0855
H 5.873 3.569 3.569  0.1264
H 4.458 4.303 2.875  0.1096
H 2.221 4.161 3.166  0.0619
H 2.347 3.005 4.528  0.0598
H 0.866 3.040 3.560  0.0609
C -5.073 -5.014 -3.198  -0.0618
C -4.524 -3.880 -4.068  -0.3100
O -4.644 -2.705 -3.310  -0.2679
S -4.616 -1.201 -4.066  0.7157
C -2.854 -1.235 -4.712  -0.1083
O -5.491 -1.179 -5.231  -0.3094
O -4.727 -0.177 -2.999  -0.3188
H -4.452 -5.164 -2.315  0.0807
H -5.230 -5.879 -3.842  0.0775
H -6.059 -4.754 -2.814  0.0792
H -3.449 -4.001 -4.200  0.1106
H -4.994 -3.941 -5.050  0.1213
H -2.584 -0.225 -5.022  0.0703
H -2.699 -2.003 -5.470  0.0424
H -2.256 -1.588 -3.872  0.0346
C 2.383 -3.332 -6.501  -0.0755
C 2.134 -2.837 -5.193  -0.0556
C 0.807 -2.685 -4.697  -0.1100
N -0.264 -3.069 -5.455  0.0330
C -0.051 -3.659 -6.670  -0.1226
C 1.264 -3.758 -7.204  -0.0876
H 3.359 -3.462 -6.945  0.1004
H 3.002 -2.560 -4.613  0.0898
H 0.575 -2.220 -3.750  0.0765
H -0.924 -3.775 -7.295  0.0940
H 1.378 -4.211 -8.178  0.0911
C -0.586 0.544 0.737  -0.0621
C 0.260 -0.565 0.745  -0.0779
C 0.246 -1.506 -0.264  -0.1249
N -0.571 -1.352 -1.359  0.0539
C -1.311 -0.197 -1.431  -0.1090
C -1.424 0.745 -0.357  -0.0404
H -0.613 1.168 1.619  0.0948
H 0.959 -0.702 1.556  0.0819
H 0.951 -2.325 -0.237  0.0893
H -1.895 -0.046 -2.328  0.0693
H -2.068 1.612 -0.377  0.0623

Computed properties:
Highest occupied orbital energy in eV: -9.20
SMILES: FC(F)C(F)(F)COC(F)(F)C(F)F.FC(F)C(F)(F)COC(F)(F)C(F)F.FC(F)C(F)(F)COC(F)(F)C(F)F.CCOS(C)(=O)=O.CCOS(C)(=O)=O.CCOS(C)(=O)=O.c1ccncc1.c1ccncc1
DFT total energy in hartree: -5926.73777
Maximum force in eV/Å: 3.6

***

No. 6
Density functional theory data (the ωB97M-V functional and the def2-TZVPD basis) for C17H18AlIN7S2 as an isolated structure in a non-equilibrium geometry.

Last column: natural (NBO) charge in e.
Geometry (Å):
Al 0.237 0.112 0.479  1.4989
C 2.717 0.697 4.306  -0.6455
C 2.161 0.528 2.864  -0.1485
S 0.470 0.040 2.690  -0.3735
C 2.984 0.787 1.770  -0.1938
C 4.447 1.013 1.816  -0.6524
S 2.411 0.845 0.134  -0.3000
H 2.815 -0.279 4.784  0.2254
H 1.949 1.166 4.952  0.2223
H 3.585 1.363 4.342  0.2305
H 4.895 0.708 2.754  0.2249
H 4.746 2.054 1.701  0.2259
H 4.968 0.417 1.059  0.2302
N 0.478 1.955 -2.367  -0.7457
C 0.259 0.684 -2.623  0.6389
N 0.099 0.379 -3.895  -0.5675
C 0.049 -0.879 -4.189  0.6166
N 0.154 -1.298 -5.443  -0.7339
N -0.213 -1.843 -3.244  -0.5293
C -0.341 -1.421 -2.057  0.4717
N -0.006 -0.183 -1.606  -0.7090
C -0.753 -2.350 -0.944  0.1499
C -1.086 -3.641 -1.142  -0.1873
C -1.354 -4.413 0.009  -0.1130
C -1.252 -3.937 1.273  -0.2308
C -0.974 -2.556 1.371  0.1102
N -0.659 -1.829 0.273  -0.5635
H 0.672 2.546 -3.182  0.4312
H 0.561 2.355 -1.430  0.4305
H 0.300 -0.681 -6.191  0.4219
H 0.127 -2.332 -5.560  0.4252
H -1.039 -3.979 -2.135  0.2548
H -1.454 -5.454 -0.104  0.2329
H -1.515 -4.402 2.189  0.2505
H -0.955 -1.955 2.325  0.2509
I -5.129 1.740 -1.547  0.2428
C -3.442 2.119 -0.420  -0.2044
C -3.485 3.067 0.553  -0.1379
C -2.492 3.173 1.500  -0.2285
C -1.373 2.402 1.322  0.0954
N -1.274 1.448 0.364  -0.6101
C -2.324 1.327 -0.465  0.0379
H -4.320 3.714 0.635  0.2378
H -2.608 3.900 2.278  0.2527
H -0.580 2.371 1.983  0.2418
H -2.455 0.523 -1.181  0.2228

Computed properties:
Highest occupied orbital energy in eV: -9.53
ΔE to the lowest compared entry with this formula, charge and spin in kJ/mol: 77.3
DFT total energy in hartree: -2378.40772
Net charge: +1
Maximum force in eV/Å: 3.4

***

Which of these has the lowest DFT total energy? C34H46F24N2O12S3